DFT (the ωB97M-V functional and the def2-TZVPD basis) results for 3 unconnected molecules or ions with the total composition C4H14NO2S.

Geometry (Å):
C 0.429 1.556 0.282
C 0.932 1.012 -1.054
S 2.167 -0.351 -0.815
C -0.941 0.972 0.712
N -1.051 0.791 2.170
C -1.147 -0.605 2.624
H 1.156 1.377 1.063
H 0.332 2.651 0.212
H 1.340 1.757 -1.740
H 0.076 0.579 -1.576
H -1.773 1.606 0.419
H -0.986 0.020 0.181
H -0.263 1.246 2.612
H -0.751 -0.698 3.643
H -0.597 -1.300 1.979
H -2.205 -0.859 2.692
H 1.706 -0.379 -3.209
H 0.471 -1.124 -3.541
O 1.140 -0.583 -3.981
H 0.409 -1.879 -0.801
H -0.066 -3.322 -1.090
O -0.379 -2.466 -0.781

**Net charge**: -1
**Relative energy (zero: lowest compared OMol25 entry of this formula, charge and spin)**: 8.49 kcal per mole
**Molecular weight**: 140.23 Da
**Spin multiplicity**: 1
**LUMO level**: 3.7038 eV

These are the Löwdin partial charges, in e, on atoms 1 to 2: -0.30 -0.69

DFT (the ωB97M-V functional and the def2-TZVPD basis) results for a molecular structure, C19H46LiN2O15P.

Geometry (Å):
C -4.092 -3.127 2.529
N -2.755 -3.586 2.040
C -2.387 -4.840 2.824
C -2.943 -3.910 0.610
C -1.661 -2.560 2.283
C -0.271 -3.073 1.913
O 0.909 -2.119 1.935
H -4.545 -2.293 2.071
H -4.166 -2.915 3.633
H -4.730 -4.127 2.554
H -1.840 -4.591 3.752
H -1.776 -5.467 2.283
H -3.311 -5.431 2.965
H -3.887 -4.279 0.339
H -1.959 -4.273 0.195
H -2.760 -3.229 -0.078
H -1.688 -2.447 3.317
H -1.826 -1.636 1.696
H -0.275 -3.606 1.054
H 0.115 -3.917 2.516
H 0.808 -1.697 1.010
C 3.300 -3.115 -4.463
N 3.399 -1.907 -3.663
C 4.696 -1.179 -4.031
C 2.287 -0.935 -4.039
C 3.261 -2.236 -2.253
C 3.523 -1.091 -1.207
O 3.042 -1.287 0.075
H 2.724 -3.030 -5.442
H 2.458 -3.738 -4.127
H 4.284 -3.638 -4.250
H 5.675 -1.940 -3.691
H 5.085 -0.178 -3.478
H 4.764 -0.920 -5.126
H 2.302 0.021 -3.583
H 1.196 -1.258 -3.733
H 2.192 -0.763 -5.078
H 3.693 -3.071 -2.031
H 2.292 -2.610 -2.008
H 3.124 -0.170 -1.603
H 4.634 -0.687 -1.332
H 2.031 -1.222 0.066
Li -0.409 0.450 -0.225
P -0.443 -1.441 -1.362
O -1.625 -1.070 -0.689
O 0.595 -1.215 -0.171
O -0.142 -0.236 -2.051
O -0.245 -2.782 -1.928
C 3.045 2.075 0.525
O 2.264 3.143 0.955
C 0.925 3.191 1.137
O 0.272 2.327 0.569
O 0.360 4.180 1.691
C -1.067 4.148 1.829
H 2.918 1.783 -0.510
H 3.085 1.365 1.159
H 3.988 2.527 0.543
H -1.285 3.167 2.324
H -1.471 4.132 0.784
H -1.577 4.958 2.379
C -4.140 2.551 4.958
O -3.382 1.730 4.016
C -2.087 1.504 4.276
O -1.503 1.916 5.222
O -1.477 0.902 3.209
C -0.107 0.451 3.257
H -4.062 2.028 6.032
H -5.198 2.687 4.608
H -3.765 3.610 4.976
H 0.603 1.224 3.525
H -0.034 0.269 2.228
H 0.221 -0.278 3.857
C -0.065 2.591 -2.737
O 0.315 4.035 -2.716
C -0.699 4.917 -2.642
O -1.869 4.659 -2.732
O -0.273 6.185 -2.647
C -1.295 7.230 -2.857
H -0.686 2.450 -3.648
H -0.580 2.155 -1.889
H 0.780 1.998 -2.987
H -2.254 7.129 -2.503
H -1.497 7.420 -3.792
H -1.058 8.016 -2.414

**Relative energy (zero: lowest compared OMol25 entry of this formula, charge and spin)**: 24.91 kcal per mole
**Molecular weight**: 580.49 Da
**Spin multiplicity**: 1
**LUMO level**: 0.3242 eV

These are the Löwdin partial charges, in e, on atoms 1 to 2: -0.01 -0.31

DFT (the ωB97M-V functional and the def2-TZVPD basis) results for a single C4H3N molecule.

Geometry (Å):
C -1.085 0.058 -0.013
C 0.355 0.466 -0.078
C 1.283 1.367 -0.229
C 1.491 -0.461 0.083
N 2.300 -1.287 0.226
H -1.731 0.925 -0.172
H -1.311 -0.378 0.964
H -1.302 -0.689 -0.782

**Relative energy (zero: lowest compared OMol25 entry of this formula, charge and spin)**: 54.90 kcal per mole
**Molecular weight**: 65.07 Da
**Spin multiplicity**: 1
**LUMO level**: -0.9454 eV

These are the Löwdin partial charges, in e, on atoms 1 to 2: -0.04 -0.36

DFT (the ωB97M-V functional and the def2-TZVPD basis) results for 3 unconnected molecules or ions with the total composition C21H17ClN4O6.

Geometry (Å):
N 2.786 0.540 -0.271
C 1.969 -0.706 -0.434
C 0.399 -0.467 -0.118
C -0.177 0.908 0.349
C -1.709 1.063 0.654
C -2.592 -0.196 0.466
C -2.037 -1.558 -0.036
C -0.518 -1.731 -0.338
Cl 0.167 -3.342 -0.883
C -3.242 -2.601 -0.152
O -3.285 -3.733 -0.709
N -4.327 -1.885 0.515
C -4.146 -0.442 0.703
O -5.078 0.334 1.026
H 3.768 0.233 -0.124
H 2.514 0.905 0.667
H 2.342 -1.463 0.363
H 2.122 -1.215 -1.452
H 0.494 1.831 0.474
H -2.183 2.045 0.998
H -5.258 -2.224 0.240
O 4.850 -0.387 -2.821
N 4.024 -0.956 -3.522
O 2.832 -0.681 -3.547
C 4.493 -2.041 -4.386
C 5.837 -2.410 -4.359
C 6.272 -3.458 -5.164
C 5.371 -4.125 -5.988
C 4.032 -3.745 -6.018
C 3.587 -2.701 -5.215
H 6.549 -1.898 -3.721
H 7.315 -3.757 -5.146
H 5.714 -4.946 -6.611
H 3.335 -4.267 -6.665
H 2.540 -2.417 -5.244
O -1.052 4.814 3.192
N -1.314 3.848 3.896
O -0.521 2.958 4.175
C -2.671 3.748 4.439
C -3.615 4.721 4.116
C -4.909 4.608 4.615
C -5.250 3.534 5.432
C -4.300 2.571 5.759
C -3.004 2.674 5.263
H -3.362 5.562 3.481
H -5.653 5.356 4.364
H -6.262 3.446 5.814
H -4.571 1.738 6.399
H -2.274 1.915 5.523

**Molecular weight**: 456.84 Da
**Spin multiplicity**: 1
**LUMO level**: -0.8930 eV
**SMILES**: NCc1ccc2c(c1Cl)C(=O)NC2=O.O=[N+]([O-])c1ccccc1.O=[N+]([O-])c1ccccc1

These are the Löwdin partial charges, in e, on atoms 1 to 2: -0.03 -0.27

DFT (the ωB97M-V functional and the def2-TZVPD basis) results for a molecular structure, C19H16IrN5O5S.

Geometry (Å):
Ir -1.486 1.082 -1.437
O -1.127 -1.054 -1.402
C -0.025 -1.041 -0.750
O 0.524 0.016 -0.405
C 0.572 -2.373 -0.380
C -0.114 -3.568 -0.785
C 0.328 -4.825 -0.458
C 1.499 -4.854 0.295
O 2.150 -5.906 0.753
C 3.303 -5.440 1.479
O 3.255 -4.003 1.392
C 2.184 -3.672 0.692
C 1.729 -2.397 0.362
H -1.018 -3.442 -1.365
H -0.185 -5.729 -0.753
H 4.204 -5.798 0.987
H 3.213 -5.737 2.521
H 2.239 -1.494 0.663
S -4.318 1.898 -3.187
C -3.102 1.535 -2.379
N -1.982 2.704 5.629
C -2.399 1.647 4.898
O -3.014 0.701 5.335
C -2.161 1.715 3.408
C -3.182 1.291 2.569
C -2.959 1.259 1.212
N -1.768 1.583 0.672
C -0.775 1.972 1.485
C -0.942 2.073 2.851
H -2.201 2.710 6.613
H -1.674 3.559 5.203
H -4.134 0.983 2.979
H -3.735 0.965 0.517
H 0.173 2.188 1.013
H -0.114 2.392 3.468
N 2.097 1.630 -5.500
C 1.675 2.120 -4.319
C 0.532 1.601 -3.674
N 0.142 2.104 -2.511
C 0.843 3.111 -1.970
C 1.966 3.595 -2.627
N 2.394 3.110 -3.780
H 1.549 0.974 -6.031
H 2.875 2.085 -5.952
H -0.058 0.799 -4.100
H 0.491 3.528 -1.038
H 2.540 4.405 -2.193

**Net charge**: +2
**Relative energy (zero: lowest compared OMol25 entry of this formula, charge and spin)**: 33.85 kcal per mole
**Molecular weight**: 618.65 Da
**Spin multiplicity**: 5
**LUMO level (spin up / spin down)**: -7.8750 / -11.0010 eV

These are the Löwdin partial charges, in e, on atoms 1 to 2: 1.34 -0.13

DFT (the ωB97M-V functional and the def2-TZVPD basis) results for 10 unconnected molecules or ions with the total composition C36H31F12NO31S.

Geometry (Å):
O 5.578 4.131 2.512
C 4.354 4.370 2.572
N 3.746 4.676 3.900
C 2.555 5.559 3.743
O 2.086 6.313 4.614
C 2.127 5.250 2.241
C 3.222 4.474 1.462
C 3.144 3.975 0.005
C 1.805 4.292 -0.757
C 0.662 5.095 -0.056
C 0.849 5.559 1.430
S -0.545 6.504 2.182
O -0.128 7.567 3.151
O -1.291 7.190 1.053
C -1.728 5.242 2.887
F -2.582 5.805 3.879
F -2.474 4.684 1.819
F -0.938 4.169 3.411
H 4.343 5.306 4.474
H 4.014 3.410 -0.454
H 1.632 3.941 -1.839
H -0.292 5.300 -0.655
O 3.204 1.345 -0.987
C 2.829 0.488 -0.238
O 1.830 0.655 0.674
C 1.601 -0.619 1.260
C 2.900 -1.315 1.034
F 2.714 -2.645 0.868
O 3.353 -0.769 -0.190
H 0.766 -1.108 0.751
H 1.360 -0.526 2.319
H 3.645 -1.138 1.812
O 2.505 3.508 -4.661
C 2.372 2.319 -4.707
O 3.084 1.501 -5.532
C 2.731 0.168 -5.189
C 1.389 0.347 -4.556
F 1.179 -0.580 -3.588
O 1.487 1.621 -3.945
H 3.474 -0.237 -4.496
H 2.692 -0.469 -6.073
H 0.553 0.339 -5.262
O 2.978 -2.058 3.747
C 3.280 -1.215 4.544
O 3.763 -1.479 5.788
C 4.121 -0.228 6.361
C 3.270 0.730 5.591
F 3.886 1.926 5.453
O 3.175 0.123 4.316
H 5.190 -0.054 6.214
H 3.906 -0.209 7.430
H 2.268 0.876 6.004
O -2.232 2.853 8.863
C -2.585 2.804 7.720
O -3.284 3.791 7.093
C -3.390 3.411 5.727
C -3.223 1.928 5.794
F -2.615 1.455 4.672
O -2.344 1.751 6.890
H -2.599 3.899 5.154
H -4.356 3.703 5.312
H -4.154 1.377 5.976
O -1.157 -0.380 -5.618
C -1.803 -1.186 -5.005
O -1.329 -2.397 -4.614
C -2.338 -2.990 -3.810
C -3.571 -2.289 -4.277
F -4.470 -2.161 -3.272
O -3.096 -1.002 -4.625
H -2.119 -2.802 -2.755
H -2.386 -4.067 -3.972
H -4.050 -2.750 -5.145
O -5.610 1.600 6.908
C -5.977 0.741 7.661
O -6.982 0.896 8.564
C -7.195 -0.376 9.160
C -5.879 -1.052 8.945
F -6.038 -2.387 8.788
O -5.432 -0.505 7.721
H -8.018 -0.883 8.650
H -7.445 -0.278 10.217
H -5.139 -0.857 9.727
O 2.268 -1.981 -9.489
C 1.284 -1.297 -9.471
O 0.794 -0.695 -8.353
C -0.291 0.121 -8.773
C -0.703 -0.528 -10.054
F -1.191 0.385 -10.928
O 0.514 -1.034 -10.564
H 0.059 1.148 -8.913
H -1.091 0.122 -8.031
H -1.420 -1.346 -9.935
O 0.097 -6.205 -1.993
C 0.201 -6.000 -0.819
O 0.850 -6.828 0.048
C 0.864 -6.169 1.307
C -0.300 -5.237 1.192
F -0.086 -4.102 1.897
O -0.322 -4.914 -0.183
H 1.814 -5.642 1.432
H 0.748 -6.881 2.125
H -1.259 -5.678 1.481
O -1.483 -4.934 -5.870
C -0.519 -5.104 -6.560
O 0.321 -4.107 -6.956
C 1.400 -4.732 -7.640
C 0.792 -6.025 -8.081
F 1.719 -7.011 -8.116
O -0.133 -6.313 -7.051
H 2.236 -4.872 -6.949
H 1.739 -4.122 -8.480
H 0.270 -5.973 -9.040

**Molecular weight**: 1233.66 Da
**Spin multiplicity**: 1
**LUMO level**: -1.2710 eV
**SMILES**: O=C1NC(=O)c2c1cccc2S(=O)(=O)C(F)(F)F.O=C1OC[C@@H](F)O1.O=C1OC[C@@H](F)O1.O=C1OC[C@@H](F)O1.O=C1OC[C@@H](F)O1.O=C1OC[C@@H](F)O1.O=C1OC[C@@H](F)O1.O=C1OC[C@@H](F)O1.O=C1OC[C@@H](F)O1.O=C1OC[C@@H](F)O1

These are the Löwdin partial charges, in e, on atoms 1 to 2: 0.06 -0.32

DFT (the ωB97M-V functional and the def2-TZVPD basis) results for a molecular structure, C5H8CuF6N3O11P2S3.

Geometry (Å):
Cu -0.212 -0.419 0.106
O -1.195 -2.643 1.468
P 0.011 -3.057 0.476
O 0.601 -4.309 0.994
O 0.991 -1.883 0.277
O -0.738 -3.299 -0.946
P -2.032 -2.491 -1.561
O -3.253 -3.243 -0.776
O -2.113 -2.775 -3.006
O -2.046 -1.099 -0.991
H -1.880 -2.091 1.053
H -3.326 -4.142 -1.123
S -1.268 0.152 4.003
C 0.263 0.081 3.337
N 1.076 -1.007 3.318
C 2.369 -0.684 2.709
C 2.120 0.690 2.087
N 0.977 1.158 2.887
H 0.634 -1.886 3.087
H 2.645 -1.425 1.964
H 3.125 -0.633 3.499
H 1.854 0.587 1.030
H 2.967 1.369 2.179
H 0.410 1.904 2.513
F -3.457 1.341 -0.703
C -2.548 1.780 -1.567
F -2.603 1.107 -2.698
F -2.818 3.071 -1.819
S -0.828 1.734 -0.765
O -1.056 1.249 0.625
O -0.434 3.125 -0.763
N 0.194 0.877 -1.680
S 0.774 1.626 -2.983
O 1.542 0.696 -3.749
O -0.176 2.473 -3.645
C 2.089 2.798 -2.319
F 1.743 4.076 -2.499
F 2.357 2.596 -1.025
F 3.237 2.595 -2.995

**Net charge**: -2
**Relative energy (zero: lowest compared OMol25 entry of this formula, charge and spin)**: 16.04 kcal per mole
**Molecular weight**: 621.81 Da
**Spin multiplicity**: 1
**LUMO level**: 4.7642 eV

These are the Löwdin partial charges, in e, on atoms 1 to 2: 0.21 -0.17

DFT (the ωB97M-V functional and the def2-TZVPD basis) results for a gas-phase ion, C3H7Cl2N2 (charge +1).

Geometry (Å):
C 1.702 1.008 -0.612
C 1.091 0.093 0.338
Cl 1.429 -1.553 -0.291
N -0.661 0.481 0.291
C -1.673 -0.275 0.082
N -1.645 -1.590 0.387
Cl -3.212 0.385 -0.349
H 1.550 2.116 -0.349
H 1.294 0.941 -1.588
H 2.750 0.961 -0.962
H 1.341 0.030 1.466
H -0.720 1.503 0.347
H -0.751 -1.942 0.741
H -2.495 -2.158 0.499

**Net charge**: +1
**Relative energy (zero: lowest compared OMol25 entry of this formula, charge and spin)**: 16.53 kcal per mole
**Molecular weight**: 142.01 Da
**Spin multiplicity**: 1
**LUMO level**: -4.0049 eV
**SMILES**: C[C@H](Cl)NC(=[NH2+])Cl

These are the Löwdin partial charges, in e, on atoms 1 to 2: -0.18 -0.53

Number 3 is which compound? C4H3N

Number 7 is which compound? C5H8CuF6N3O11P2S3

What is the spin multiplicity in the eighth record? 1